No. 1
C35H30Br2HgN7O3S4 as an isolated structure. Source: the Open Molecules 2025 dataset; level of theory: wB97M-V/def2-TZVPD.

XYZ file:
```
82
Properties=species:S:1:pos:R:3:forces:R:3:lowdin_spin:R:1
Hg -2.50277 -0.06364 0.03665 0.0 -0.1 0.0 0.008
O 1.96423 2.44355 -1.98318 0.1 0.1 0.0 0.001
C 2.18306 1.27858 -2.66728 0.0 -0.1 0.0 0.006
C 3.09937 1.27721 -3.71362 0.0 0.0 -0.1 -0.001
C 3.30791 0.13277 -4.46887 0.0 0.0 0.0 0.007
C 2.60075 -1.02364 -4.17270 0.0 0.0 0.0 0.000
C 1.70398 -1.02293 -3.11391 0.1 0.0 0.0 0.008
C 1.47557 0.11507 -2.34141 0.1 0.0 0.0 0.004
C 0.43585 0.05692 -1.24583 0.0 0.1 0.0 0.051
O -0.32678 1.05052 -1.06082 0.0 0.0 0.0 0.041
N 0.40960 -1.11088 -0.63374 0.0 -0.1 0.0 -0.006
N -0.68137 -1.28770 0.19265 0.0 0.0 0.0 0.258
C -0.66973 -2.44484 0.85442 -0.1 0.0 0.0 0.138
C -1.70321 -2.84586 1.72050 0.0 0.0 0.0 0.099
C -1.66837 -4.09247 2.41005 0.0 0.0 0.0 0.052
C -2.70481 -4.44162 3.22994 0.0 0.0 0.0 0.038
C -3.80440 -3.56980 3.37509 0.0 0.0 0.0 0.118
C -3.76388 -2.37275 2.67811 0.0 0.0 0.0 0.004
N -2.75960 -1.99395 1.90085 0.0 0.0 0.0 0.126
H 2.72136 2.63335 -1.38828 -0.1 0.0 0.1 0.000
H 3.62150 2.19925 -3.93898 0.0 0.0 0.0 0.000
H 4.01348 0.15112 -5.29173 0.0 0.0 0.0 0.001
H 2.73933 -1.92024 -4.76535 0.0 0.0 0.0 0.000
H 1.14827 -1.91566 -2.85674 0.0 0.0 0.0 0.001
H 0.19176 -3.09183 0.70957 0.0 0.0 0.0 0.009
H -0.81876 -4.75162 2.26611 0.0 0.0 0.0 0.001
H -2.68460 -5.39030 3.75611 0.0 0.0 0.0 0.000
H -4.65525 -3.81989 3.99369 0.0 0.0 0.0 0.009
H -4.58928 -1.66848 2.74181 0.0 0.0 0.0 -0.002
Br -0.20627 -3.72886 -6.25047 0.0 0.0 0.0 0.000
C -0.92203 -2.73931 -4.79069 0.0 0.0 0.0 0.000
C -1.33434 -3.40223 -3.65084 0.0 0.0 0.0 0.000
C -1.83300 -2.62045 -2.61597 0.0 0.0 0.0 0.001
N -1.91975 -1.30173 -2.67681 0.0 0.0 0.0 0.005
C -1.51594 -0.68228 -3.77914 0.0 0.0 0.0 0.001
C -1.00746 -1.36651 -4.88224 0.0 0.0 0.0 0.000
C -1.59116 0.80470 -3.75102 0.0 0.0 0.0 0.001
C -0.59689 1.57082 -4.35317 0.0 0.0 0.0 0.000
C -0.67292 2.93815 -4.18359 0.0 0.0 0.0 0.000
Br 0.64625 4.05155 -4.97652 0.0 0.0 0.0 0.000
C -1.69013 3.49921 -3.43915 0.0 0.0 0.0 0.000
C -2.64100 2.63576 -2.90454 0.0 0.0 0.0 0.000
N -2.60380 1.32198 -3.06701 0.0 0.0 0.0 0.000
H -1.26839 -4.47677 -3.56147 0.0 0.0 0.0 0.000
H -2.16263 -3.07478 -1.68651 0.0 0.0 0.0 0.001
H -0.68574 -0.84128 -5.77012 0.0 0.0 0.0 0.000
H 0.23293 1.11505 -4.87703 0.0 0.0 0.0 0.000
H -1.74408 4.56439 -3.26730 0.0 0.0 0.0 0.000
H -3.45980 3.01428 -2.30231 0.0 0.0 0.0 0.000
S -7.02430 1.17858 -0.67167 0.0 0.0 0.0 0.000
C -5.49509 0.50939 -0.46938 0.0 0.0 -0.1 0.000
S -4.25547 1.55332 0.23763 0.0 0.0 0.0 -0.002
S -5.03771 -1.07440 -0.89470 0.0 0.0 0.0 0.009
C 1.24436 -1.61548 3.71046 0.0 0.0 0.0 0.004
C 0.45211 -0.43810 4.26815 0.0 0.0 0.0 0.000
C -0.44426 0.25732 3.24760 0.0 0.0 0.0 0.001
N 0.34902 0.86008 2.19203 0.0 0.0 0.0 0.002
C 0.18002 2.08783 1.71600 0.0 -0.1 0.1 0.000
S -1.02596 3.14189 2.10453 0.0 0.1 0.0 0.000
N 1.20235 2.45292 0.78920 0.0 0.0 -0.1 0.001
C 2.50365 2.59085 1.09338 0.1 0.1 0.0 0.000
O 3.37441 2.85220 0.25610 -0.1 -0.1 0.0 0.000
C 2.91703 2.43609 2.53050 0.0 0.0 0.0 0.000
C 3.98428 1.58914 2.80655 0.0 0.0 0.0 0.000
C 4.41088 1.41090 4.11326 0.0 0.0 0.0 0.000
C 3.79196 2.10317 5.14602 0.0 0.0 0.0 0.000
C 2.74618 2.97146 4.86651 0.0 0.0 0.0 0.000
C 2.30149 3.13494 3.56234 0.0 0.0 0.0 0.000
H 1.86008 -2.07153 4.48914 0.0 0.0 0.0 0.000
H 1.91837 -1.30934 2.90629 0.0 0.0 0.0 0.000
H 0.57366 -2.37507 3.30671 0.0 0.0 0.0 0.003
H 1.13479 0.30298 4.69793 0.0 0.0 0.0 0.000
H -0.19183 -0.78986 5.07921 0.0 0.0 0.0 0.000
H -1.00019 1.06628 3.71857 0.0 0.0 0.0 0.000
H -1.17192 -0.43132 2.81060 0.0 0.0 0.0 0.001
H 0.94846 0.25196 1.64709 0.0 0.0 0.0 0.001
H 0.90233 2.49194 -0.19310 0.0 0.0 0.0 0.000
H 4.46474 1.06876 1.98794 0.0 0.0 0.0 0.000
H 5.22635 0.73091 4.32609 0.0 0.0 0.0 0.000
H 4.12406 1.96449 6.16771 0.0 0.0 0.0 0.000
H 2.26189 3.51559 5.66774 0.0 0.0 0.0 0.000
H 1.46726 3.79018 3.34639 0.0 0.0 0.0 0.000
```
Positions in Å, forces in eV/Å.

Properties
LUMO level (spin up / spin down) (eV): 3.59 / 3.59
Total charge: -2
HOMO energy (spin up / spin down) (eV): -0.38 / -1.33
Expectation value of S²: 0.77
Gap between HOMO and LUMO (spin up / spin down) (eV): 4.0 / 4.9
Spin multiplicity: 2

No. 2
C35H30BrCaN8O2 as an isolated structure. Source: the Open Molecules 2025 dataset; level of theory: wB97M-V/def2-TZVPD.

XYZ file:
```
77
Properties=species:S:1:pos:R:3:forces:R:3:lowdin_charge:R:1
Ca 0.07553 0.10659 0.48098 0.5 0.2 -0.6 1.364
C 3.06009 1.48398 1.07459 0.0 0.1 -0.1 -0.107
N 1.67596 1.99184 1.02507 0.1 -0.1 0.1 -0.233
C 1.55088 3.10086 0.07724 0.0 -0.1 0.0 -0.130
C 1.63365 2.67657 -1.37403 -0.1 0.0 0.1 -0.256
C 2.22714 3.52432 -2.29783 0.0 0.0 0.0 -0.008
C 2.24530 3.15859 -3.63345 0.0 0.0 0.0 -0.041
C 1.68050 1.94762 -3.99470 0.0 0.0 0.0 -0.041
C 1.11657 1.16329 -3.00300 0.0 -0.1 0.0 -0.120
N 1.07748 1.50958 -1.71661 0.0 0.2 0.1 0.076
C 1.22272 2.40695 2.36292 0.1 -0.1 0.1 -0.125
C 1.16309 1.24798 3.33998 0.1 0.0 -0.1 -0.277
C 1.24916 1.47608 4.70416 0.0 0.1 0.0 -0.006
C 1.15399 0.39863 5.56803 0.0 0.0 0.0 -0.037
C 0.99668 -0.87220 5.04015 0.0 0.0 0.0 -0.034
C 0.93122 -1.00797 3.66543 0.0 0.0 -0.1 -0.103
N 1.01092 0.02666 2.82673 0.1 0.1 0.1 0.032
C 3.40806 0.38368 0.08978 -0.2 0.1 0.1 -0.260
C 4.69159 0.33025 -0.43089 0.0 0.0 0.0 -0.010
C 5.04466 -0.72466 -1.25588 0.1 0.0 0.0 -0.040
C 4.09983 -1.69530 -1.53524 0.0 0.0 0.0 -0.041
C 2.83808 -1.55826 -0.98257 0.0 0.1 -0.1 -0.111
N 2.48476 -0.54471 -0.19036 0.1 0.0 0.2 0.040
H 3.24056 1.08828 2.07459 0.0 0.0 0.0 0.132
H 3.75877 2.31879 0.93792 0.0 0.0 0.0 0.132
H 2.31466 3.86659 0.26984 0.0 0.0 0.0 0.131
H 0.58213 3.57805 0.25253 0.0 0.0 -0.1 0.120
H 2.67121 4.45457 -1.96864 0.0 0.0 0.0 0.119
H 2.70146 3.80110 -4.37469 0.0 0.0 0.0 0.117
H 1.68147 1.60644 -5.02017 0.0 0.0 0.0 0.112
H 0.68331 0.20174 -3.25573 0.0 0.0 0.0 0.095
H 0.22134 2.83493 2.25954 0.0 0.0 0.0 0.127
H 1.86479 3.18885 2.79130 0.0 0.0 -0.1 0.138
H 1.38615 2.48203 5.07907 0.0 0.0 0.0 0.121
H 1.20946 0.54735 6.63822 0.0 0.0 0.0 0.117
H 0.92353 -1.74544 5.67210 0.0 0.0 0.0 0.113
H 0.78864 -1.97742 3.20380 0.0 0.0 0.0 0.118
H 5.40153 1.10983 -0.18786 0.0 0.0 0.0 0.119
H 6.04117 -0.78502 -1.67298 0.0 0.0 0.0 0.117
H 4.31928 -2.54012 -2.17230 0.0 0.0 0.0 0.113
H 2.06951 -2.28841 -1.19642 -0.1 -0.1 0.0 0.097
C -0.20531 -4.83316 -3.12557 0.0 0.0 0.0 -0.069
C -0.15685 -4.57769 -1.76253 0.0 0.1 0.0 -0.063
C -0.42529 -3.30151 -1.28252 0.1 -0.3 0.0 -0.047
C -0.76377 -2.31029 -2.18712 -0.1 0.9 0.6 -0.250
C -0.82008 -2.54453 -3.55105 0.0 -0.2 -0.1 -0.035
C -0.53189 -3.81782 -4.01792 0.0 0.0 0.0 -0.065
N -1.04916 -0.98778 -1.62896 -0.1 -0.6 -0.5 0.026
N -1.93857 -0.40588 -2.25883 0.0 0.6 0.2 0.106
C -2.28463 0.92167 -1.78319 0.1 -0.7 -0.3 -0.296
C -3.22665 1.56504 -2.56340 0.0 0.2 0.1 0.010
C -3.64460 2.82875 -2.17115 0.0 -0.1 -0.1 -0.032
C -3.11875 3.36271 -1.00900 0.0 0.0 0.0 -0.031
C -2.19174 2.61873 -0.29266 0.1 0.0 0.2 -0.117
N -1.75344 1.42123 -0.67200 -0.2 0.1 -0.3 0.044
H 0.00597 -5.82740 -3.49571 0.0 0.0 0.0 0.109
H 0.08337 -5.37055 -1.06664 0.0 0.0 0.0 0.111
H -0.42617 -3.09008 -0.22012 0.0 0.0 0.0 0.093
H -1.09136 -1.74874 -4.23090 0.0 0.0 0.0 0.106
H -0.56873 -4.01747 -5.08031 0.0 0.0 0.0 0.109
H -3.61566 1.06358 -3.43721 0.0 0.0 0.0 0.120
H -4.37946 3.36898 -2.75231 0.0 0.0 0.0 0.118
H -3.42961 4.33021 -0.64162 0.0 0.0 0.0 0.115
H -1.80477 2.99237 0.64914 0.0 0.0 0.0 0.108
Br -5.68083 -4.62261 1.19318 0.0 -0.1 0.0 0.761
C -4.97739 -3.05983 1.97165 0.1 0.1 0.0 -0.672
C -5.70656 -2.38472 2.94219 -0.1 0.0 0.0 -0.179
N -5.27277 -1.27508 3.53261 0.1 -0.1 -0.1 0.082
C -4.09016 -0.80000 3.15060 -0.1 0.1 0.0 -0.075
C -3.29085 -1.41382 2.19559 -0.1 0.1 0.1 -0.114
C -3.73885 -2.58012 1.59339 0.0 -0.1 0.1 -0.047
C -1.97309 -0.82313 1.81562 0.1 -0.3 0.1 -0.635
O -1.74899 0.39624 2.00834 -0.1 -0.1 0.0 -0.097
O -1.12478 -1.60853 1.27611 -0.4 -0.1 0.2 -0.196
H -6.67537 -2.76281 3.24688 0.0 0.0 0.0 0.105
H -3.75096 0.11418 3.62259 0.0 0.0 0.0 0.120
H -3.12910 -3.09268 0.86222 0.0 0.0 0.0 0.111
```
Positions in Å, forces in eV/Å.

Properties
LUMO level (eV): -3.25
Total charge: +1
HOMO energy (eV): -10.91
Gap between HOMO and LUMO (eV): 7.7

No. 3
C35H30BrN6OV as an isolated structure. Source: the Open Molecules 2025 dataset; level of theory: wB97M-V/def2-TZVPD.

XYZ file:
```
74
Properties=species:S:1:pos:R:3:forces:R:3:lowdin_spin:R:1
V 0.51863 -0.48089 -0.50903 -2.5 -0.3 0.7 1.485
C -2.47784 0.08699 0.92091 0.0 0.0 -0.1 0.000
C -3.03561 0.37048 -0.46329 0.2 -0.1 0.0 0.000
C -2.38241 1.39569 -1.35384 0.1 -0.1 0.3 0.001
C -3.05040 1.85735 -2.42591 -0.1 0.1 -0.2 -0.006
C -2.32902 2.51778 -3.49792 0.0 0.0 -0.1 -0.004
C -0.99335 2.47830 -3.53530 0.0 0.0 0.0 -0.008
C -0.21783 1.91034 -2.38051 0.0 -0.6 0.0 -0.021
N -1.06240 1.78484 -1.18856 0.2 0.7 0.0 -0.003
N -1.33472 -0.86184 1.02896 0.1 -0.1 -0.2 -0.002
C -1.73079 -2.23474 0.66949 0.0 0.1 0.1 0.003
C -0.53519 -3.15261 0.67456 0.2 0.0 0.2 0.002
C -0.70557 -4.52741 0.59869 0.0 -0.1 0.0 0.001
C 0.40859 -5.33973 0.65847 0.0 -0.1 0.0 0.000
C 1.66100 -4.75621 0.80577 0.1 -0.1 0.0 0.000
C 1.74269 -3.38290 0.85129 -0.1 0.2 0.0 0.000
N 0.66997 -2.58320 0.77855 -0.3 -0.1 -0.3 0.004
C -0.98824 -0.89298 2.49355 0.0 0.1 0.0 0.000
C -0.26091 0.28815 3.09274 0.0 0.1 -0.3 0.001
C -0.94128 1.36699 3.64667 0.0 0.0 0.0 0.000
C -0.21717 2.38536 4.24490 0.0 0.1 0.0 0.000
C 1.16358 2.28523 4.28948 0.0 0.0 0.0 0.000
C 1.75614 1.16688 3.72455 0.0 -0.1 -0.1 0.000
N 1.07048 0.18993 3.12866 0.0 0.1 0.0 0.001
H -3.29338 -0.31788 1.52924 0.0 0.0 0.1 0.000
H -2.15971 1.01931 1.37828 0.0 0.0 0.1 -0.001
H -4.07730 0.66193 -0.34659 -0.1 0.0 0.0 0.000
H -3.05721 -0.55473 -1.04618 -0.1 -0.1 0.0 0.000
H -4.09902 1.61446 -2.54679 0.1 0.0 0.0 0.000
H -2.88788 2.95687 -4.31814 0.1 0.0 0.1 0.000
H -0.42463 2.88118 -4.36531 -0.1 0.0 0.0 0.000
H 0.56986 2.62161 -2.13691 0.1 0.1 0.0 -0.001
H -2.17970 -2.25531 -0.32329 0.0 0.1 -0.1 0.000
H -2.48164 -2.61554 1.37172 -0.1 0.0 0.0 0.000
H -1.69940 -4.94661 0.49636 0.0 0.0 0.0 0.000
H 0.30515 -6.41631 0.60361 0.0 0.0 0.0 0.000
H 2.55693 -5.35826 0.88582 -0.1 0.0 0.0 0.000
H 2.69925 -2.89081 0.97008 0.0 0.0 -0.1 0.000
H -0.35705 -1.74931 2.68232 0.0 -0.1 0.0 0.000
H -1.93203 -1.02858 3.03173 0.0 -0.1 0.0 0.000
H -2.02448 1.40084 3.63205 0.1 0.0 0.0 0.000
H -0.72530 3.23704 4.68252 0.0 -0.1 0.0 0.000
H 1.76844 3.04685 4.76446 0.0 0.0 0.0 0.000
H 2.83413 1.03902 3.75713 0.0 0.0 0.0 0.000
Br -3.77313 -2.05593 -4.65003 0.0 0.0 0.0 -0.001
C -2.11675 -1.98166 -3.73688 -0.1 0.1 -0.1 -0.004
C -1.52366 -3.16428 -3.29406 0.1 -0.1 0.1 -0.019
C -0.32953 -3.10963 -2.61241 0.0 -0.2 0.1 0.000
C 0.27957 -1.87276 -2.35538 0.0 0.1 0.0 -0.017
O 1.38345 -1.73256 -1.60627 0.8 -0.4 -1.1 -0.005
C -0.30736 -0.67293 -2.84133 0.3 -0.1 0.3 -0.021
C 0.47527 0.52692 -2.48409 -0.4 0.1 -0.2 -0.221
N -0.21423 1.29530 -0.17999 0.0 0.2 -0.2 -0.117
C 0.71553 2.25146 0.23316 -0.1 -0.1 0.0 0.005
C 0.50581 3.58960 0.44409 0.0 0.1 0.0 -0.023
C 1.58583 4.41503 0.83107 0.0 0.0 0.0 0.002
C 2.85528 3.92347 0.97584 0.0 0.1 0.0 -0.019
C 3.10332 2.55200 0.73398 0.0 -0.2 0.1 0.001
C 4.36936 1.93224 0.79013 0.0 0.0 0.0 -0.009
C 4.49486 0.59925 0.48563 0.1 0.0 0.0 0.002
C 3.36396 -0.13482 0.11933 -0.2 0.1 0.0 -0.006
N 2.15277 0.40499 0.07925 1.8 0.7 0.5 0.013
C 2.01903 1.73434 0.38397 0.0 -0.1 0.0 0.008
C -1.51944 -0.76030 -3.54587 -0.1 0.1 0.0 -0.013
H -1.99778 -4.11622 -3.49603 0.0 0.0 0.0 -0.001
H 0.15919 -4.01556 -2.27542 0.0 0.0 0.0 0.000
H 1.47689 0.54167 -2.91064 0.1 -0.1 0.1 -0.008
H -0.48242 4.00894 0.29461 0.1 0.0 0.0 -0.001
H 1.40309 5.46877 1.00207 0.0 0.0 0.0 0.001
H 3.67635 4.57328 1.25574 0.0 0.0 0.0 -0.001
H 5.24167 2.52128 1.05808 -0.1 -0.1 0.0 0.000
H 5.45954 0.11077 0.50097 0.0 0.0 0.0 0.000
H 3.44222 -1.17221 -0.17745 0.0 0.0 0.0 0.000
H -1.96211 0.12197 -3.97711 0.0 0.0 0.1 0.000
```
Positions in Å, forces in eV/Å.

Properties
LUMO level (spin up / spin down) (eV): -4.07 / -3.52
Total charge: +1
HOMO energy (spin up / spin down) (eV): -9.71 / -9.70
Expectation value of S²: 1.08
Gap between HOMO and LUMO (spin up / spin down) (eV): 5.6 / 6.2
Spin multiplicity: 2

| no. | largest force on an atom (eV/A) | energy (Eh) |
| --- | --- | --- |
| 1 | 0.186 | -8855.0878 |
| 2 | 1.082 | -5191.9005 |
| 3 | 2.555 | -5273.3099 |